[1]
# C36H73F6N3O5

6 unconnected molecules or ions with the total composition C36H73F6N3O5 at a distorted geometry (ωB97M-V/def2-TZVPD, the Open Molecules 2025 dataset).

* calculated total energy: -2554.0034 Ha
* maximum force: 12.7 eV/A
* E_LUMO: -4.14 eV
* ΔE to the lowest compared entry with this formula, charge and spin: 58.6 kcal per mole
* highest occupied orbital energy: -11.51 eV
* charge: +2
* gap between HOMO and LUMO: 0.271 hartree

CARTESIAN COORDINATES (ANGSTROEM)
F 3.22 -3.50 -6.05
F 1.15 -4.39 -6.17
F -3.13 4.89 -5.88
F -2.55 6.03 -4.08
F 2.74 -5.26 -4.86
F -1.03 5.50 -5.74
O -1.17 3.88 -3.12
O 0.54 -3.77 -3.66
O -2.27 2.63 -4.71
O -0.07 -0.45 0.10
O 2.56 -2.62 -3.57
N -0.10 3.25 2.46
N 3.76 0.16 -0.72
N -2.56 -3.12 2.06
C 3.21 -1.04 0.01
C -5.51 -1.68 -0.16
C -2.50 -4.32 2.87
C -1.55 -3.75 -2.42
C -0.45 3.86 0.02
C 0.28 3.38 5.09
C -2.26 1.40 -3.95
C -1.75 3.79 -4.19
C -4.00 -2.90 1.53
C -2.41 -1.97 3.06
C 3.66 1.30 -3.41
C 0.90 3.54 3.58
C -0.95 -2.14 3.78
C -0.28 1.78 2.36
C -1.21 -4.57 3.80
C -4.06 -1.93 0.44
C -2.49 0.34 -4.98
C 4.97 0.96 -2.82
C 2.52 0.86 -1.32
C 2.72 1.98 -2.34
C 3.66 -3.36 1.00
C 0.54 3.79 1.19
C 4.76 -0.20 -1.82
C -1.39 3.85 2.81
C 4.39 1.05 0.35
C -2.44 3.87 1.61
C 0.03 -3.26 -2.44
C 2.19 -4.11 -5.33
C 4.35 -2.07 0.48
C 1.86 -3.37 -4.13
C -1.51 -3.25 1.08
C -0.91 -0.01 -0.82
C 1.30 3.66 6.16
C -2.11 5.09 -5.03
C -0.89 -3.32 4.70
C -1.74 4.48 0.34
H 2.05 1.31 -0.49
H 3.06 -2.97 1.88
H 5.54 1.88 -2.44
H -0.18 1.23 3.33
H -0.76 -1.18 4.55
H 4.83 -1.75 1.53
H 0.50 -3.15 -1.62
H -5.39 -0.79 -0.96
H -3.25 0.61 -5.72
H -3.27 -2.01 3.63
H 1.66 2.13 -2.83
H 3.32 2.78 -2.18
H 3.29 0.57 -3.92
H -1.23 4.91 3.18
H 2.07 2.80 6.10
H -2.77 -0.64 -4.28
H -2.66 -5.23 2.15
H 5.08 -2.20 -0.28
H 5.97 -0.37 -1.38
H -1.89 -3.90 -3.40
H -0.26 -1.99 3.08
H -4.23 -4.03 1.25
H -3.33 -4.27 3.58
H 1.54 3.16 1.01
H 0.75 3.26 7.17
H -1.84 0.40 -0.44
H -1.54 -2.42 0.47
H -1.61 0.12 -5.59
H 3.88 2.04 -4.34
H -0.68 2.85 -0.41
H 0.17 -3.59 5.08
H 0.12 4.16 -1.07
H -0.26 2.35 5.24
H -1.29 1.40 -3.41
H -2.34 -1.01 2.39
H -6.14 -1.29 0.62
H -1.54 5.74 0.53
H 2.58 -0.85 0.82
H 0.54 1.31 1.62
H -0.39 0.80 -1.44
H -0.40 -3.20 1.47
H 3.15 -3.97 0.15
H -5.85 -2.53 -0.75
H -0.12 -4.72 3.17
H -3.29 4.32 1.83
H 1.56 2.65 3.53
H 2.64 -1.62 -0.67
H 5.13 1.79 0.00
H -3.38 -2.04 -0.52
H 4.32 -1.08 -2.36
H 5.43 0.67 -3.66
H -1.28 -0.85 -1.41
H 1.08 4.69 1.41
H -1.24 1.26 1.94
H -2.26 4.54 -0.55
H -3.19 1.44 -3.30
H 1.59 4.55 6.22
H -1.65 -3.14 5.41
H -1.51 -5.53 4.38
H 4.30 -4.00 1.55
H 3.90 1.67 1.07
H 5.36 0.51 0.74
H 1.80 0.07 -1.74
H -0.09 -2.09 -2.54
H -1.79 -4.02 0.67
H -2.18 3.37 3.65
H 1.17 4.55 3.63
H -2.16 -3.12 -1.95
H -3.76 -1.00 0.93
H -1.43 -4.54 -1.62
H -0.52 4.06 5.39
H -4.75 -2.60 2.45
H -2.74 2.77 1.29

These are the Löwdin partial charges, in e, on atoms 1 to 8: number 1, F, carries 0.1269; number 2, F, carries 0.1739; number 3, F, carries 0.1579; number 4, F, carries 0.1025; number 5, F, carries 0.1598; number 6, F, carries 0.1603; number 7, O, carries 0.1035; number 8, O, carries -0.0070

---

[2]
# C4H7NO

3 unconnected molecules or ions with the total composition C4H7NO at a distorted geometry (ωB97M-V/def2-TZVPD, the Open Molecules 2025 dataset).

* calculated total energy: -286.5078 Ha
* maximum force: 1.1 eV/A
* E_LUMO: 0.39 eV
* SMILES string: C=CC#N.[H][H].C=O
* ΔE to the lowest compared entry with this formula, charge and spin: 77.7 kcal per mole
* highest occupied orbital energy: -10.24 eV
* gap between HOMO and LUMO: 0.391 hartree

CARTESIAN COORDINATES (ANGSTROEM)
O -0.96 1.53 -0.72
N 1.44 -1.06 -1.75
C 0.02 -1.99 0.22
C 0.81 -1.49 -0.87
C 0.04 1.52 -1.40
C -0.51 -1.16 1.13
H -1.11 -1.55 1.94
H 0.00 1.34 -2.49
H -0.14 -3.06 0.25
H -0.37 -0.09 1.07
H 1.05 1.69 -0.98
H 0.02 2.17 2.13
H -0.32 2.16 1.47

These are the Löwdin partial charges, in e, on atoms 1 to 8: number 1, O, carries -0.0690; number 2, N, carries 0.1534; number 3, C, carries -0.1558; number 4, C, carries -0.2305; number 5, C, carries -0.1731; number 6, C, carries 0.0510; number 7, H, carries 0.0727; number 8, H, carries 0.0814

---

[3]
# C50H32FN4O3S2Ti

A molecular structure, C50H32FN4O3S2Ti (ωB97M-V/def2-TZVPD, the Open Molecules 2025 dataset).

* calculated total energy: -4115.2424 Ha
* maximum force: 0.4 eV/A
* E_LUMO (spin up / spin down): 4.20 / 3.72 eV
* highest occupied orbital energy (spin up / spin down): -0.43 / -1.53 eV
* charge: -2
* 2S+1: 2
* gap between HOMO and LUMO (spin up / spin down): 0.170 / 0.193 hartree

CARTESIAN COORDINATES (ANGSTROEM)
Ti -1.23 -0.08 0.94
S -3.65 -0.23 2.27
S -5.12 0.74 1.37
F 4.08 0.60 -2.62
O -4.07 -0.90 3.47
O -2.97 -1.17 1.27
O -2.46 0.70 2.49
N 0.05 -1.06 2.24
N -1.18 -1.83 -0.30
N -0.42 1.79 1.60
N -2.13 0.95 -0.58
C 2.66 2.04 7.24
C 0.59 0.20 -1.70
C 0.67 -0.47 3.32
C 2.95 0.46 -1.86
C -1.17 -4.03 -0.83
C -3.38 -1.89 -4.20
C 1.85 -7.22 1.46
C -3.58 6.49 -0.32
C 1.90 0.28 0.27
C 0.19 -3.27 1.17
C -3.27 5.16 -0.06
C 2.72 1.67 4.87
C -2.60 7.37 -0.74
C 0.43 -5.49 2.33
C -2.06 -2.02 -1.31
C 0.70 1.27 6.08
C -2.86 -0.99 -1.90
C -0.99 5.59 -0.64
C -6.10 -1.73 -3.69
C -1.29 6.91 -0.89
C 0.49 -2.36 2.17
C 0.76 -4.64 1.28
C -0.65 -3.03 0.04
C 0.97 -6.76 2.42
C -0.37 3.99 2.13
C -2.24 2.30 -0.73
C 0.21 1.93 2.81
C 1.64 -5.11 0.31
C 1.44 -1.48 4.01
C -1.64 3.27 0.06
C 2.19 -6.39 0.39
C -2.85 0.34 -1.59
C -2.06 -3.40 -1.67
C -3.50 1.39 -2.37
C -5.65 -2.19 -4.93
C -5.19 -1.35 -2.72
C 3.36 2.05 6.04
C 0.70 0.88 3.61
C 1.36 -2.62 3.30
C 0.62 0.16 -0.30
C -0.81 3.01 1.19
C 1.33 1.65 7.26
C 1.73 0.36 -2.48
C -3.11 2.57 -1.87
C -3.82 -1.42 -2.96
C -1.97 4.69 -0.22
C -4.29 -2.27 -5.18
C 1.39 1.28 4.87
C 0.26 3.32 3.14
C 3.06 0.42 -0.49
H -0.94 -5.08 -0.79
H -3.37 3.55 -2.23
H -0.51 7.59 -1.22
H 0.03 5.23 -0.76
H -0.36 0.11 -2.21
H 3.26 1.69 3.92
H -4.03 4.47 0.28
H -4.60 6.84 -0.18
H -6.37 -2.48 -5.69
H 2.87 -6.73 -0.37
H 1.67 0.39 -3.57
H -5.52 -1.00 -1.75
H -2.84 8.41 -0.94
H 2.28 -8.21 1.53
H -3.93 -2.62 -6.14
H 2.02 -1.31 4.91
H 2.01 0.27 1.35
H 3.15 2.33 8.16
H 1.86 -3.55 3.50
H -0.34 0.97 6.08
H 0.69 -7.40 3.25
H 0.70 3.73 4.03
H -4.14 1.22 -3.22
H -2.31 -1.95 -4.39
H 0.78 1.64 8.19
H 1.90 -4.46 -0.52
H -2.67 -3.85 -2.44
H -0.28 -5.14 3.08
H -7.16 -1.67 -3.49
H 4.40 2.35 6.02
H -0.55 5.06 2.05
H 4.04 0.50 -0.02

These are the Löwdin partial charges, in e, on atoms 1 to 8: number 1, Ti, carries 1.1069; number 2, S, carries 0.0591; number 3, S, carries 0.1717; number 4, F, carries -0.0090; number 5, O, carries -0.3957; number 6, O, carries -0.4710; number 7, O, carries -0.4630; number 8, N, carries 0.0140

---

[4]
# C20H16AuBrIO2PSe4

A molecular structure, C20H16AuBrIO2PSe4 (ωB97M-V/def2-TZVPD, the Open Molecules 2025 dataset).

* calculated total energy: -13876.7679 Ha
* maximum force: 0.2 eV/A
* E_LUMO: -1.29 eV
* ΔE to the lowest compared entry with this formula, charge and spin: 3.1 kcal per mole
* highest occupied orbital energy: -7.81 eV
* gap between HOMO and LUMO: 0.239 hartree

CARTESIAN COORDINATES (ANGSTROEM)
Au -1.91 -2.47 2.47
I 0.13 -0.73 -2.26
Br 1.29 2.59 -2.29
Se -3.46 -4.31 3.00
Se -3.62 -5.50 1.01
Se -1.82 -2.79 0.06
Se -3.94 -3.66 -0.36
P -0.73 -0.49 2.29
O -1.87 -2.10 4.49
O -1.17 -0.87 6.19
C -1.23 -1.08 5.01
C -2.15 2.50 -0.13
C 0.90 -0.54 1.53
C 1.43 -1.76 1.11
C -0.54 -0.08 4.05
C 2.69 -1.80 0.53
C 1.64 0.63 1.39
C 1.74 1.43 -3.72
C 1.30 0.11 -3.76
C 1.66 -0.69 -4.84
C 2.52 1.95 -4.75
C -3.79 2.04 1.58
C -3.39 2.75 0.45
C 3.42 -0.63 0.37
C -2.96 1.08 2.12
C -1.31 1.53 0.42
C -1.72 0.82 1.54
C 2.44 -0.17 -5.87
C 2.90 0.59 0.81
C 2.87 1.14 -5.82
H -3.29 0.51 2.98
H 1.32 -1.71 -4.88
H -1.84 3.04 -1.01
H -4.04 3.50 0.02
H -0.36 1.34 -0.05
H 2.70 -0.81 -6.70
H 3.10 -2.74 0.20
H -4.76 2.23 2.02
H 3.47 1.55 -6.62
H 0.86 -2.67 1.22
H 0.52 -0.05 4.31
H 3.47 1.50 0.69
H -0.95 0.91 4.25
H 1.24 1.58 1.73
H 4.40 -0.66 -0.09
H 2.84 2.98 -4.70

These are the Löwdin partial charges, in e, on atoms 1 to 8: number 1, Au, carries 0.4783; number 2, I, carries 1.0035; number 3, Br, carries 0.7400; number 4, Se, carries 0.0346; number 5, Se, carries -0.0677; number 6, Se, carries -0.0302; number 7, Se, carries -0.0334; number 8, P, carries 0.9176

---

[5]
# C3H7NO2

A single C3H7NO2 molecule (ωB97M-V/def2-TZVPD, the Open Molecules 2025 dataset).

* calculated total energy: -323.7523 Ha
* maximum force: 0.4 eV/A
* E_LUMO: 0.67 eV
* SMILES string: NC(=O)CCO
* ΔE to the lowest compared entry with this formula, charge and spin: 18.0 kcal per mole
* highest occupied orbital energy: -9.76 eV
* gap between HOMO and LUMO: 0.383 hartree

CARTESIAN COORDINATES (ANGSTROEM)
O 0.78 0.63 1.38
O -1.98 0.10 -1.65
N -0.28 1.43 -0.96
C -0.29 -0.93 -0.30
C 0.48 -0.71 1.02
C -0.96 0.25 -1.01
H -0.05 1.06 1.64
H -0.63 2.21 -1.49
H 0.53 1.52 -0.36
H -1.09 -1.66 -0.15
H 0.38 -1.36 -1.06
H -0.06 -1.20 1.84
H 1.46 -1.20 0.95

These are the Löwdin partial charges, in e, on atoms 1 to 8: number 1, O, carries -0.0993; number 2, O, carries 0.0366; number 3, N, carries 0.1598; number 4, C, carries -0.0795; number 5, C, carries -0.2304; number 6, C, carries -0.5494; number 7, H, carries 0.0981; number 8, H, carries 0.1126

---

> Which of these has the highest maximum force?

C36H73F6N3O5

---

> The lowest maximum force belongs to which entry?

C20H16AuBrIO2PSe4